a) 85
Properties=species:S:1:pos:R:3:lowdin_charge:R:1 method="wB97M-V/def2-TZVPD" orbital_gap_ev=5.85 e_lumo_ha=0.0396 multiplicity=1 homo_ev=-4.77 total_charge=-1
Cs 0.588 -0.637 0.315 0.90
N -1.693 -2.361 5.616 0.04
C -1.441 -1.816 4.368 -0.99
S 0.118 -1.486 3.853 0.47
N -2.530 -1.666 3.678 -0.06
N -2.361 -1.036 2.493 0.03
C -3.448 -0.619 1.915 -0.22
C -4.835 -0.495 2.443 -0.16
C -5.943 -0.597 1.543 -0.04
C -7.229 -0.559 1.985 -0.13
C -7.487 -0.351 3.311 -0.13
C -6.483 -0.175 4.220 -0.08
C -5.128 -0.314 3.790 -0.02
C -3.187 0.038 0.616 -0.28
C -3.239 1.455 0.597 -0.01
C -2.976 2.249 -0.537 -0.07
C -2.582 1.542 -1.641 -0.08
C -2.580 0.144 -1.582 -0.14
N -2.860 -0.604 -0.503 0.11
H -0.943 -2.853 6.020 0.04
H -2.654 -2.708 5.694 0.09
H -5.818 -0.934 0.474 0.13
H -7.935 -0.795 1.178 0.11
H -8.525 -0.278 3.648 0.10
H -6.751 -0.020 5.245 0.09
H -4.286 -0.261 4.520 0.11
H -3.616 1.993 1.492 0.12
H -3.024 3.351 -0.553 0.11
H -2.287 2.063 -2.532 0.10
H -2.212 -0.481 -2.359 0.08
O 6.030 5.866 0.243 0.06
N 6.445 4.775 -0.118 -0.31
O 7.579 4.601 -0.586 0.05
C 5.565 3.585 0.112 -0.07
C 6.196 2.460 0.367 0.06
C 5.435 1.328 0.821 -0.13
C 6.071 0.177 1.289 -0.01
C 5.326 -0.961 1.537 -0.01
C 3.919 -0.823 1.569 -0.16
N 3.323 0.292 1.327 0.06
C 4.049 1.366 0.872 -0.14
C 3.392 2.585 0.511 -0.18
N 2.058 2.618 0.643 0.12
C 1.357 3.699 0.316 -0.10
C 2.021 4.867 -0.005 -0.07
C 3.374 4.929 0.056 -0.01
C 4.126 3.736 0.204 -0.05
H 7.257 2.385 0.396 0.13
H 7.153 0.197 1.307 0.11
H 5.768 -1.890 1.860 0.11
H 3.271 -1.645 1.848 0.06
H 0.266 3.604 0.228 0.12
H 1.560 5.857 -0.158 0.11
H 3.887 5.870 -0.128 0.10
C 0.108 -4.427 -1.978 -0.08
N -0.319 -4.379 -0.628 -0.16
C -1.599 -4.663 -0.034 -0.11
C -1.551 -3.737 1.174 -0.15
N -0.123 -3.895 1.502 0.01
C 0.554 -4.099 0.374 -0.90
S 2.248 -3.980 0.312 0.56
H 0.310 -5.489 -2.293 0.10
H 1.046 -3.881 -2.019 0.03
H -0.717 -3.972 -2.613 0.10
H -1.646 -5.665 0.314 0.11
H -2.381 -4.375 -0.693 0.12
H -2.272 -4.095 1.909 0.12
H -1.783 -2.711 0.928 0.06
H 0.275 -3.522 2.328 0.02
O 2.375 1.061 -1.666 -0.06
C 1.902 0.367 -2.580 -0.61
N 1.749 -0.952 -2.545 -0.11
S 0.974 -1.454 -3.892 0.62
O -0.420 -1.822 -3.604 -0.35
O 1.695 -2.449 -4.623 -0.31
C 0.923 0.099 -4.747 -0.23
C 0.476 0.376 -5.999 -0.04
C 0.409 1.736 -6.299 -0.08
C 0.702 2.724 -5.353 -0.07
C 1.236 2.391 -4.106 -0.01
C 1.330 1.058 -3.823 -0.13
H 0.224 -0.392 -6.722 0.12
H 0.044 1.993 -7.283 0.10
H 0.587 3.723 -5.752 0.10
H 1.561 3.164 -3.407 0.12


b) 85
Properties=species:S:1:pos:R:3:lowdin_charge:R:1 method="wB97M-V/def2-TZVPD" orbital_gap_ev=5.67 e_lumo_ha=0.0307 multiplicity=1 homo_ev=-4.83 total_charge=-1
Cs 10.519 11.316 17.460 0.70
N 13.798 9.559 21.702 0.01
C 12.820 10.211 20.974 -0.93
S 12.275 9.333 19.604 0.41
N 12.451 11.321 21.570 -0.04
N 11.596 12.147 20.899 0.07
C 11.147 13.151 21.592 -0.23
C 11.494 13.426 23.031 -0.17
C 12.022 14.685 23.368 -0.02
C 12.359 15.023 24.685 -0.09
C 12.164 14.092 25.683 -0.12
C 11.625 12.846 25.405 -0.08
C 11.287 12.523 24.076 -0.03
C 10.359 14.243 20.929 -0.26
C 9.253 14.780 21.617 -0.05
C 8.584 15.821 21.050 -0.08
C 9.022 16.335 19.851 -0.07
C 10.150 15.785 19.259 -0.13
N 10.810 14.734 19.756 0.14
H 14.325 8.909 21.141 0.04
H 14.275 10.105 22.404 0.08
H 12.142 15.405 22.598 0.10
H 12.721 16.041 24.890 0.10
H 12.472 14.314 26.697 0.09
H 11.376 12.175 26.203 0.09
H 10.888 11.535 23.871 0.10
H 8.967 14.349 22.559 0.12
H 7.680 16.237 21.509 0.11
H 8.455 17.103 19.348 0.10
H 10.556 16.169 18.333 0.10
O 11.485 7.748 9.220 0.06
N 11.336 8.867 9.702 -0.33
O 11.208 9.867 9.033 0.07
C 11.347 9.020 11.206 -0.06
C 12.017 8.059 11.858 0.06
C 12.146 8.096 13.289 -0.14
C 12.776 7.090 14.005 -0.03
C 12.874 7.189 15.358 -0.03
C 12.301 8.320 16.013 -0.10
N 11.682 9.264 15.340 0.07
C 11.600 9.160 14.002 -0.15
C 10.921 10.226 13.288 -0.15
N 10.483 11.243 14.023 0.11
C 9.807 12.211 13.442 -0.08
C 9.588 12.223 12.057 -0.03
C 10.112 11.244 11.275 0.00
C 10.800 10.171 11.879 -0.07
H 12.486 7.255 11.288 0.13
H 13.170 6.227 13.477 0.12
H 13.357 6.423 15.983 0.12
H 12.402 8.412 17.074 0.03
H 9.379 12.968 14.077 0.10
H 9.005 13.026 11.648 0.11
H 10.029 11.237 10.212 0.09
C 9.214 8.250 21.037 -0.07
N 8.595 9.534 20.735 -0.15
C 8.474 10.578 21.711 -0.12
C 8.011 11.750 20.854 -0.14
N 7.459 11.070 19.700 0.04
C 8.014 9.842 19.568 -0.90
S 7.912 8.858 18.209 0.53
H 10.202 8.448 21.427 0.05
H 9.276 7.706 20.096 0.04
H 8.607 7.686 21.741 0.09
H 9.428 10.732 22.230 0.11
H 7.700 10.326 22.466 0.13
H 8.871 12.374 20.540 0.09
H 7.295 12.421 21.343 0.12
H 7.093 11.555 18.908 0.11
O 10.205 15.914 15.447 0.02
C 9.110 15.481 15.768 -0.58
N 8.863 14.410 16.557 -0.09
S 7.303 14.139 16.793 0.58
O 6.846 14.216 18.155 -0.33
O 7.001 12.863 16.133 -0.36
C 6.685 15.515 15.813 -0.20
C 5.397 15.911 15.506 -0.04
C 5.265 16.980 14.629 -0.09
C 6.395 17.644 14.171 -0.09
C 7.690 17.230 14.502 -0.01
C 7.820 16.119 15.299 -0.15
H 4.552 15.379 15.881 0.11
H 4.321 17.388 14.333 0.09
H 6.258 18.463 13.446 0.10
H 8.593 17.660 14.056 0.12


Which one is most stable, and which one is least stable? b) is the most stable of them, while a) is the least stable.


a) 15
Properties=species:S:1:pos:R:3:lowdin_charge:R:1 method="wB97M-V/def2-TZVPD" orbital_gap_ev=8.85 e_lumo_ha=-0.0107 multiplicity=1 homo_ev=-9.14
C 8.811 7.392 16.251 -1.59
Cl 9.208 6.301 14.952 0.44
Cl 7.330 6.789 17.111 0.48
Cl 8.388 8.885 15.437 0.52
H 9.684 7.484 16.899 -0.22
C 13.492 3.245 14.657 -1.29
Cl 12.010 2.377 14.102 0.51
Cl 14.059 2.413 16.189 0.49
Cl 13.218 5.016 14.939 0.79
H 14.210 3.099 13.850 0.02
C 12.248 6.664 15.947 -1.41
Cl 11.395 7.100 14.349 0.41
Cl 10.998 6.665 17.236 0.70
Cl 13.614 7.850 16.162 0.52
H 12.627 5.646 15.851 -0.39


b) 15
Properties=species:S:1:pos:R:3:lowdin_charge:R:1 method="wB97M-V/def2-TZVPD" smiles=ClC(Cl)Cl.ClC(Cl)Cl.ClC(Cl)Cl orbital_gap_ev=11.51 e_lumo_ha=0.0157 multiplicity=1 homo_ev=-11.08
Cl -0.756 1.132 -0.768 0.54
C 0.902 1.196 -0.202 -1.67
Cl 1.596 -0.272 0.403 0.55
Cl 1.086 2.459 0.900 0.59
H 1.431 1.273 -1.132 -0.01
Cl -1.486 -0.423 2.825 0.51
C -0.681 0.147 4.303 -1.61
Cl -1.800 0.035 5.614 0.56
Cl 0.055 1.704 4.204 0.56
H 0.150 -0.490 4.394 -0.01
Cl 1.318 -0.946 -5.013 0.56
C -0.072 -1.309 -4.029 -1.61
Cl -0.295 -3.025 -3.859 0.55
Cl -1.570 -0.548 -4.541 0.54
H 0.123 -0.932 -3.099 -0.07


Which one is most stable, and which one is least stable? b) is the most stable of them, while a) is the least stable.


a) 19
Properties=species:S:1:pos:R:3:lowdin_charge:R:1 method="wB97M-V/def2-TZVPD" orbital_gap_ev=9.83 e_lumo_ha=-0.1195 multiplicity=1 homo_ev=-13.08 total_charge=+1
C 0.399 1.076 0.549 -0.14
C 1.077 0.131 -0.449 -0.17
C 1.363 -1.327 0.156 -0.20
N 0.064 -2.027 0.373 -0.01
N -0.984 0.618 1.047 0.20
H 0.916 1.306 1.469 0.12
H 0.345 2.076 0.081 0.13
H 0.351 -0.063 -1.245 0.09
H 1.976 0.454 -0.961 0.12
H 1.757 -1.092 1.149 0.11
H 1.923 -1.811 -0.633 0.11
H -0.202 -2.901 -0.042 0.08
H -0.023 -1.936 1.372 0.06
H -1.173 1.103 1.923 0.17
H -0.901 -0.373 1.269 0.11
H -1.729 0.760 0.368 0.14
H -1.364 1.872 -2.596 0.07
H -2.355 0.923 -1.934 0.06
O -1.440 1.210 -1.898 -0.04


b) 19
Properties=species:S:1:pos:R:3:lowdin_charge:R:1 method="wB97M-V/def2-TZVPD" orbital_gap_ev=10.70 e_lumo_ha=-0.1268 multiplicity=1 homo_ev=-14.15 total_charge=+1
N -0.067 1.255 -1.111 0.17
C 0.680 0.595 0.086 -0.36
C 1.708 -0.487 -0.421 -0.05
C -0.344 0.141 1.104 -0.25
N 0.518 -0.267 2.290 0.01
H -0.719 1.899 -0.655 0.15
H -0.486 0.528 -1.745 0.15
H 0.497 1.952 -1.697 0.20
H 1.349 1.554 0.384 0.19
H 0.990 -1.371 -0.775 0.11
H 2.408 -0.969 0.357 0.11
H 2.341 -0.073 -1.218 0.07
H -1.046 0.943 1.442 0.13
H -0.999 -0.759 0.739 0.14
H -0.226 -0.665 2.965 0.12
H 0.606 0.590 2.787 0.05
H -1.576 -1.762 -1.079 0.00
H -2.116 -1.467 -2.381 0.07
O -2.056 -1.101 -1.498 -0.01


c) 19
Properties=species:S:1:pos:R:3:lowdin_charge:R:1 method="wB97M-V/def2-TZVPD" orbital_gap_ev=9.79 e_lumo_ha=-0.1178 multiplicity=1 homo_ev=-13.00 total_charge=+1
N -1.096 0.206 0.657 0.19
C -0.279 0.596 -0.600 -0.32
C -0.554 -0.523 -1.584 -0.04
C 1.163 0.765 -0.120 -0.23
N 1.829 1.512 -1.165 0.01
H -0.643 0.839 1.324 0.15
H -0.969 -0.750 1.029 0.10
H -2.061 0.511 0.553 0.17
H -0.664 1.575 -0.902 0.15
H -0.243 -1.476 -1.109 0.09
H -0.111 -0.517 -2.584 0.10
H -1.634 -0.685 -1.691 0.09
H 1.257 1.336 0.820 0.13
H 1.609 -0.234 -0.130 0.14
H 1.909 2.520 -1.233 0.09
H 2.757 1.203 -1.416 0.08
H -1.548 -2.036 2.783 0.08
H -0.743 -2.953 1.879 0.07
O -0.758 -2.058 2.230 -0.03


Which one is most stable, and which one is least stable? c) is the most stable of them, while b) is the least stable.